[1]
C36H45N9 | wB97M-V/def2-TZVPD

Structure (XYZ):
```
90
Properties=species:S:1:pos:R:3:mulliken_charge:R:1
N -1.898 -9.704 -1.030 -0.02
C -2.211 -9.022 -2.182 -0.43
C -1.144 -8.345 -2.674 -0.34
C -0.100 -8.773 -1.832 -0.33
C -0.560 -9.561 -0.762 -0.58
H -2.518 -10.066 -0.320 0.23
H -3.251 -8.826 -2.400 0.34
H -1.109 -7.613 -3.467 0.38
H 0.918 -8.482 -2.048 0.39
H -0.043 -9.882 0.131 0.36
N -0.619 4.999 -7.369 0.00
C 0.210 4.698 -6.350 -0.28
C 0.976 5.816 -6.057 -0.62
C 0.589 6.772 -6.965 -0.29
C -0.340 6.246 -7.835 -0.53
H -1.220 4.286 -7.757 0.21
H 0.160 3.682 -5.988 0.38
H 1.781 5.822 -5.336 0.38
H 0.943 7.789 -7.051 0.38
H -0.865 6.650 -8.689 0.36
N -3.890 6.927 1.410 0.01
C -3.618 6.264 0.281 -0.43
C -3.036 7.165 -0.583 -0.43
C -2.979 8.367 0.112 -0.38
C -3.608 8.240 1.291 -0.45
H -4.325 6.442 2.183 0.20
H -3.784 5.198 0.228 0.36
H -2.601 6.984 -1.554 0.39
H -2.465 9.244 -0.253 0.37
H -3.829 8.861 2.146 0.36
N -0.991 0.590 -11.082 -0.02
C -0.669 -0.394 -10.179 -0.52
C -1.827 -0.720 -9.501 -0.41
C -2.869 0.002 -10.078 -0.27
C -2.333 0.801 -11.111 -0.49
H -0.349 0.939 -11.779 0.21
H 0.316 -0.834 -10.134 0.36
H -1.969 -1.482 -8.749 0.38
H -3.928 -0.032 -9.871 0.39
H -2.886 1.434 -11.788 0.37
N 4.410 7.824 0.935 -0.01
C 5.745 8.057 1.131 -0.36
C 6.230 7.069 2.035 -0.48
C 5.156 6.321 2.468 -0.42
C 4.074 6.744 1.709 -0.42
H 3.843 8.320 0.262 0.20
H 6.082 8.899 0.545 0.37
H 7.265 7.021 2.339 0.38
H 5.089 5.535 3.207 0.38
H 3.022 6.509 1.765 0.37
N 0.323 -5.299 10.300 -0.02
C 0.944 -4.741 9.200 -0.53
C 2.249 -5.126 9.207 -0.40
C 2.399 -5.944 10.328 -0.35
C 1.195 -6.086 10.982 -0.38
H -0.673 -5.338 10.462 0.22
H 0.365 -4.070 8.582 0.37
H 3.045 -4.961 8.496 0.38
H 3.279 -6.485 10.641 0.36
H 0.786 -6.732 11.745 0.35
N -7.566 3.512 6.206 0.01
C -6.594 4.206 6.867 -0.49
C -5.391 3.705 6.404 -0.39
C -5.641 2.765 5.411 -0.43
C -6.997 2.640 5.353 -0.37
H -8.549 3.677 6.369 0.20
H -6.876 4.811 7.716 0.34
H -4.399 4.030 6.681 0.38
H -4.924 2.199 4.834 0.39
H -7.666 2.009 4.787 0.38
N 5.570 -6.162 0.159 -0.01
C 5.393 -7.358 0.781 -0.39
C 6.219 -8.309 0.296 -0.54
C 7.046 -7.676 -0.570 -0.33
C 6.690 -6.309 -0.664 -0.42
H 5.003 -5.338 0.302 0.20
H 4.547 -7.430 1.448 0.37
H 6.171 -9.348 0.585 0.38
H 7.876 -8.016 -1.172 0.38
H 7.041 -5.408 -1.145 0.37
N -0.217 -3.086 0.426 0.00
C -0.389 -1.949 -0.286 -0.58
C -0.082 -0.855 0.521 -0.33
C 0.305 -1.364 1.723 -0.40
C 0.233 -2.721 1.669 -0.38
H -0.257 -4.034 0.080 0.22
H -0.617 -1.993 -1.341 0.36
H -0.076 0.208 0.327 0.37
H 0.788 -0.867 2.551 0.37
H 0.472 -3.537 2.335 0.37
```

The calculation puts the HOMO energy at -0.291 hartree. The SMILES is c1cc[nH]c1.c1cc[nH]c1.c1cc[nH]c1.c1cc[nH]c1.c1cc[nH]c1.c1cc[nH]c1.c1cc[nH]c1.c1cc[nH]c1.c1cc[nH]c1. The energy above the lowest of the compared OMol25 structures with the same formula, charge and spin comes out at 361.6 kJ/mol. The frontier orbital gap comes out at 8.3 eV.



[2]
C36H46BaBrF4N4O4S3 | wB97M-V/def2-TZVPD

Structure (XYZ):
```
99
Properties=species:S:1:pos:R:3:mulliken_charge:R:1
Ba -0.981 0.190 -0.053 1.12
C -3.922 -1.311 1.930 -1.40
C -3.581 0.155 1.675 0.46
N -2.365 0.571 2.388 1.23
C -2.469 0.414 3.841 -0.97
C -3.652 1.124 4.499 -1.55
C -1.852 1.917 2.027 -1.00
C -0.288 2.005 2.168 -0.59
N 0.393 2.051 0.879 0.13
C 1.016 3.136 0.402 0.08
C 1.419 3.080 -0.962 -0.02
F 1.093 1.964 -1.654 0.01
C 2.092 4.084 -1.602 -0.21
F 2.420 3.926 -2.900 -0.32
C 2.438 5.261 -0.956 -0.71
C 2.059 5.353 0.366 0.05
F 2.370 6.469 1.061 -0.35
C 1.381 4.353 1.030 0.59
F 1.093 4.574 2.341 -0.36
H -4.695 -1.636 1.230 0.49
H -4.300 -1.472 2.942 0.30
H -3.040 -1.949 1.796 0.06
H -4.445 0.791 1.891 0.30
H -3.423 0.282 0.599 -0.59
H -1.530 0.776 4.271 0.56
H -2.521 -0.654 4.071 0.24
H -3.733 2.164 4.176 0.28
H -3.539 1.117 5.586 0.47
H -4.598 0.631 4.261 0.26
H -2.328 2.690 2.636 0.52
H -2.154 2.167 1.001 0.33
H 0.041 1.097 2.697 0.22
H -0.049 2.836 2.825 0.29
H 2.967 6.059 -1.460 0.49
O -3.296 0.429 -4.297 -0.69
C -3.021 -0.917 -4.374 0.68
C -4.040 -1.734 -4.875 -0.53
C -3.850 -3.099 -5.019 -0.39
C -2.633 -3.671 -4.661 -0.88
C -1.621 -2.855 -4.181 -0.24
C -1.782 -1.476 -4.041 -0.61
C -0.644 -0.652 -3.446 -0.01
O -0.560 -0.801 -2.109 -0.41
N 0.636 -1.106 -4.170 -0.02
N 1.823 -0.570 -3.623 -0.90
C 2.236 -1.040 -2.509 -0.81
C 1.714 -2.212 -1.776 -0.02
Br 1.638 -1.952 0.126 -0.10
C 1.409 -3.378 -2.329 -0.97
C 0.739 -4.536 -1.698 0.59
C -0.487 -4.348 -1.054 0.45
C -1.184 -5.429 -0.531 -0.92
C -0.672 -6.715 -0.653 -0.48
C 0.539 -6.914 -1.302 -0.66
C 1.239 -5.832 -1.825 -0.29
H -3.040 0.828 -3.424 -0.05
H -4.984 -1.265 -5.131 0.44
H -4.656 -3.718 -5.403 0.36
H -2.472 -4.740 -4.764 0.43
H -0.659 -3.279 -3.913 0.33
H -0.787 0.406 -3.717 0.68
H 0.561 -0.714 -5.101 0.32
H 3.112 -0.557 -2.081 0.52
H 1.561 -3.422 -3.404 0.49
H -0.897 -3.346 -1.012 0.74
H -2.142 -5.269 -0.047 0.46
H -1.219 -7.561 -0.248 0.40
H 0.942 -7.915 -1.404 0.37
H 2.180 -5.990 -2.344 0.45
C 0.431 -2.648 7.447 -1.50
C 0.638 -2.953 5.967 -0.27
C -0.515 -2.431 5.120 -0.90
S -0.151 -2.198 3.367 1.12
O 1.115 -1.411 3.301 -0.80
C 0.251 -3.910 2.891 0.04
C 1.708 -4.298 3.129 -0.14
C 2.105 -5.488 2.264 -1.20
H 1.252 -3.042 8.051 0.42
H -0.499 -3.088 7.819 0.32
H 0.379 -1.568 7.617 0.34
H 0.740 -4.030 5.826 0.19
H 1.561 -2.490 5.613 0.33
H -0.805 -1.428 5.451 0.39
H -1.409 -3.066 5.174 0.45
H 0.033 -3.952 1.820 -0.65
H -0.462 -4.569 3.406 0.65
H 1.879 -4.522 4.181 0.17
H 2.334 -3.435 2.891 0.26
H 1.485 -6.365 2.473 0.33
H 3.151 -5.766 2.437 0.41
H 1.990 -5.248 1.203 0.12
C -6.455 0.543 -0.939 -0.87
O -5.122 0.843 -1.352 -0.05
C -4.547 1.984 -0.910 0.37
S -5.329 2.981 0.164 -0.30
S -2.988 2.226 -1.570 -0.31
H -6.707 -0.386 -1.447 0.20
H -7.138 1.340 -1.228 0.36
H -6.513 0.424 0.143 0.34
```

The calculation puts the HOMO energy at -0.161 hartree. The energy above the lowest of the compared OMol25 structures with the same formula, charge and spin comes out at 150.2 kJ/mol. The frontier orbital gap comes out at 6.0 eV. The total charge is -1.



[3]
C36H46Cl4F6O30 | wB97M-V/def2-TZVPD

Structure (XYZ):
```
122
Properties=species:S:1:pos:R:3:mulliken_charge:R:1
C 0.464 -1.382 2.871 -0.56
C 0.102 -0.407 3.984 1.07
C -0.407 -1.018 5.296 -0.32
O 0.641 -0.708 6.234 -0.40
C 1.546 0.105 5.692 0.55
O 2.479 0.599 6.224 -0.57
O 1.293 0.289 4.363 -0.04
H 1.113 -2.146 3.309 0.11
H 1.041 -0.899 2.086 -1.14
H -0.484 -1.808 2.534 1.01
H -0.630 0.308 3.594 -0.35
H -0.535 -2.097 5.263 0.33
H -1.268 -0.466 5.670 0.30
C 0.147 -1.242 -0.977 -0.94
C -1.180 -0.504 -0.985 0.08
C -1.325 0.570 0.111 1.32
O -1.550 1.776 -0.612 0.48
C -1.545 1.564 -1.922 -0.39
O -1.884 2.349 -2.759 0.06
O -1.275 0.284 -2.185 -0.40
H 0.260 -1.880 -0.102 0.23
H 1.007 -0.571 -1.038 0.08
H 0.218 -1.853 -1.879 0.53
H -2.037 -1.177 -1.017 0.31
H -0.429 0.728 0.717 -1.32
H -2.100 0.404 0.863 -0.24
C 3.364 -2.762 -3.015 -1.66
C 3.314 -3.352 -1.628 2.08
C 3.525 -4.882 -1.546 -0.24
O 4.321 -5.035 -0.376 -0.36
C 4.786 -3.846 0.015 0.61
O 5.513 -3.732 0.959 -0.58
O 4.431 -2.879 -0.842 -0.40
H 2.389 -2.869 -3.495 0.33
H 4.076 -3.309 -3.633 0.43
H 3.648 -1.712 -2.989 0.41
H 2.399 -3.091 -1.091 -1.03
H 4.098 -5.337 -2.360 0.41
H 2.587 -5.423 -1.527 0.07
C 3.327 0.278 0.504 -0.48
C 3.950 -0.304 1.766 0.19
C 3.509 0.405 3.082 0.31
O 3.336 -0.709 3.955 -0.42
C 3.255 -1.859 3.279 0.21
O 3.062 -2.921 3.806 -0.60
O 3.441 -1.620 1.986 0.22
H 3.479 -0.354 -0.372 -0.01
H 3.884 1.183 0.248 0.53
H 2.268 0.470 0.663 -0.39
H 5.029 -0.381 1.624 0.48
H 2.555 0.940 3.071 -0.41
H 4.243 1.091 3.504 0.47
C -0.863 -6.136 -1.250 -0.24
Cl 0.201 -4.811 -1.829 -0.05
Cl -2.107 -6.582 -2.397 -0.17
H -0.297 -7.036 -1.040 0.21
H -1.358 -5.741 -0.373 0.23
C -4.575 3.227 -0.744 0.67
Cl -5.105 1.567 -0.348 -0.18
Cl -6.024 4.237 -0.980 -0.19
H -4.055 3.669 0.097 -0.02
H -3.995 3.202 -1.658 -0.27
C 0.773 1.962 -6.133 -0.16
C 0.652 1.079 -4.897 1.52
O 1.977 0.718 -4.618 -0.29
C 2.717 0.889 -5.760 0.41
O 3.864 0.613 -5.835 -0.52
O 2.003 1.505 -6.703 -0.37
F 0.018 -0.095 -5.303 -0.33
H 0.783 3.032 -5.922 0.17
H -0.017 1.808 -6.865 0.34
H 0.125 1.530 -4.065 -0.77
C -2.620 1.919 -5.537 0.50
C -3.745 1.060 -4.962 0.55
O -4.498 0.719 -6.095 -0.40
C -3.928 1.165 -7.232 0.49
O -4.387 1.030 -8.314 -0.51
O -2.758 1.803 -6.961 -0.39
F -4.506 1.791 -4.096 -0.28
H -1.631 1.533 -5.304 -0.66
H -2.675 2.957 -5.216 0.28
H -3.359 0.174 -4.460 0.26
C 2.867 -5.440 2.453 -0.35
C 1.575 -4.857 1.982 0.55
O 0.927 -6.013 1.449 -0.35
C 1.831 -6.999 1.262 0.48
O 1.551 -8.047 0.779 -0.55
O 3.052 -6.629 1.681 -0.36
F 1.713 -3.881 1.024 0.05
H 2.860 -5.687 3.520 0.34
H 3.717 -4.753 2.427 0.18
H 0.951 -4.423 2.763 0.16
C -0.867 4.267 3.135 -0.53
C -0.051 3.751 4.287 0.14
O 1.047 3.211 3.590 -0.29
C 0.598 2.753 2.401 0.14
O 1.205 1.997 1.722 -0.34
O -0.593 3.317 2.109 0.14
F -0.696 2.750 4.960 -0.21
H -0.533 5.265 2.852 0.32
H -1.923 4.250 3.403 0.21
H 0.192 4.519 5.016 0.33
C 0.092 4.536 -1.036 0.89
C 0.139 4.848 -2.523 -0.04
O -1.212 5.245 -2.758 -0.27
C -1.786 5.631 -1.604 0.59
O -2.820 6.203 -1.514 -0.52
O -0.913 5.430 -0.570 -0.36
F 0.370 3.778 -3.334 -0.07
H 1.026 4.799 -0.543 0.48
H -0.140 3.472 -0.935 -0.74
H 0.850 5.630 -2.796 0.15
C -5.568 2.824 3.413 -0.41
C -5.958 1.925 4.582 0.13
O -4.753 1.233 4.834 -0.31
C -4.177 1.034 3.627 0.36
O -3.345 0.242 3.364 -0.41
O -4.538 2.039 2.795 -0.02
F -6.919 1.035 4.174 -0.28
H -5.093 3.758 3.716 0.29
H -6.380 2.969 2.705 0.29
H -6.362 2.423 5.461 0.33
```

The calculation puts the HOMO energy at -0.398 hartree. The SMILES is O=C1OC[C@@H](F)O1.O=C1OC[C@@H](F)O1.O=C1OC[C@@H](F)O1.O=C1OC[C@@H](F)O1.O=C1OC[C@@H](F)O1.O=C1OC[C@@H](F)O1.C[C@H]1COC(=O)O1.C[C@H]1COC(=O)O1.C[C@H]1COC(=O)O1.C[C@H]1COC(=O)O1.ClCCl.ClCCl. The frontier orbital gap comes out at 10.5 eV.



[4]
C36H46HfN2P2 | wB97M-V/def2-TZVPD

Structure (XYZ):
```
87
Properties=species:S:1:pos:R:3:mulliken_charge:R:1
Hf -0.061 -0.151 0.112 -3.18
C 5.303 0.052 0.903 -1.48
C 4.099 -0.217 0.003 0.64
C 4.261 0.434 -1.372 -1.33
P 2.465 0.300 0.722 1.06
C 2.501 0.155 2.572 0.34
C 1.226 0.827 3.094 -1.74
C 2.584 -1.311 2.999 -1.71
C 2.259 2.095 0.508 -0.06
C 3.171 2.975 1.098 -0.80
C 2.986 4.340 1.044 -0.95
C 1.860 4.841 0.401 -1.00
C 0.945 3.988 -0.186 -0.55
C 1.121 2.599 -0.156 0.59
N 0.147 1.713 -0.676 1.20
C -0.699 2.108 -1.738 0.03
C -0.263 2.941 -2.773 -0.55
C -1.127 3.331 -3.778 -0.79
C -2.445 2.891 -3.791 -1.02
C -2.880 2.023 -2.808 -1.09
C -2.025 1.622 -1.781 0.24
P -2.549 0.430 -0.505 1.46
C -3.385 1.427 0.829 0.39
C -4.224 2.580 0.283 -1.62
C -2.297 1.934 1.783 -1.10
C -3.763 -0.735 -1.307 0.40
C -3.040 -2.063 -1.567 -1.45
C -5.028 -0.929 -0.478 -1.60
H 6.173 -0.425 0.451 0.51
H 5.187 -0.364 1.903 0.36
H 5.514 1.118 0.982 0.29
H 3.993 -1.298 -0.133 0.53
H 4.379 1.514 -1.281 0.31
H 3.412 0.233 -2.029 0.27
H 5.157 0.037 -1.850 0.49
H 3.374 0.697 2.941 0.94
H 0.332 0.446 2.558 0.62
H 1.250 1.909 2.975 0.22
H 1.073 0.604 4.150 0.57
H 1.701 -1.865 2.676 0.28
H 2.635 -1.383 4.086 0.54
H 3.466 -1.806 2.589 0.37
H 4.033 2.572 1.615 0.29
H 3.696 5.011 1.507 0.49
H 1.691 5.909 0.358 0.47
H 0.068 4.401 -0.666 0.58
H 0.765 3.278 -2.780 0.65
H -0.771 3.985 -4.563 0.48
H -3.126 3.214 -4.566 0.47
H -3.900 1.661 -2.833 0.40
H -4.034 0.729 1.363 0.73
H -3.591 3.330 -0.190 0.34
H -4.764 3.053 1.104 0.49
H -4.961 2.242 -0.446 0.34
H -1.536 2.509 1.248 0.09
H -1.828 1.107 2.331 0.19
H -2.732 2.599 2.532 0.61
H -4.029 -0.299 -2.270 0.64
H -2.827 -2.581 -0.629 0.23
H -2.103 -1.906 -2.105 0.27
H -3.659 -2.717 -2.181 0.56
H -4.814 -1.395 0.486 0.34
H -5.704 -1.592 -1.019 0.46
H -5.557 0.009 -0.311 0.35
C 0.995 -3.420 -3.853 -0.71
C 0.512 -4.344 -2.938 -0.85
C 0.205 -3.972 -1.637 -0.97
C 0.382 -2.653 -1.230 0.96
C 0.825 -1.714 -2.179 -0.33
C 1.136 -2.095 -3.473 -1.20
N 0.045 -2.121 0.023 2.21
C -0.255 -2.829 1.199 0.10
C 0.265 -4.074 1.547 -0.41
C -0.092 -4.660 2.752 -0.87
C -0.936 -4.014 3.647 -0.74
C -1.412 -2.750 3.340 -1.09
C -1.076 -2.169 2.129 0.29
H 1.247 -3.723 -4.859 0.45
H 0.359 -5.372 -3.239 0.46
H -0.198 -4.704 -0.951 0.64
H 0.935 -0.648 -1.895 0.97
H 1.485 -1.357 -4.184 0.50
H 0.965 -4.572 0.890 0.66
H 0.300 -5.638 2.999 0.46
H -1.224 -4.492 4.572 0.45
H -2.041 -2.214 4.039 0.48
H -1.524 -1.200 1.863 0.48
```

The calculation puts the HOMO energy at -0.484 hartree. The energy above the lowest of the compared OMol25 structures with the same formula, charge and spin comes out at 94.3 kJ/mol. The frontier orbital gap comes out at 6.3 eV. The total charge is +2.



[5]
C36H46N4O2PTeV | wB97M-V/def2-TZVPD

Structure (XYZ):
```
91
Properties=species:S:1:pos:R:3:lowdin_spin:R:1
V 1.656 0.902 -0.003 1.91
C 1.918 0.924 3.837 0.01
C 1.370 1.185 2.446 0.08
N 1.199 0.088 1.661 0.19
N 1.511 -1.132 2.083 0.08
C 0.470 -1.997 2.201 0.02
O -0.749 -1.874 1.974 0.01
C 0.933 -3.238 2.834 0.00
C 2.056 -3.192 3.664 0.00
C 2.255 -4.297 4.503 0.00
C 1.574 -5.464 4.277 0.00
C 0.551 -5.561 3.309 0.00
C 0.202 -4.423 2.618 0.00
C 0.982 2.488 2.010 0.15
C 0.963 3.641 2.832 0.01
C 0.428 4.824 2.255 0.10
C 0.143 4.839 0.884 0.08
C 0.423 3.766 0.058 0.05
N 0.810 2.593 0.631 0.15
H 2.584 0.060 3.800 0.00
H 1.112 0.700 4.527 0.00
H 2.364 1.838 4.298 0.00
H 2.609 -2.275 3.775 0.00
H 2.897 -4.220 5.358 0.00
H 1.771 -6.314 4.918 0.00
H 0.111 -6.533 3.111 0.00
H -0.676 -4.357 1.973 0.00
H 1.256 3.553 3.904 0.00
H 0.276 5.738 2.838 0.01
H -0.261 5.756 0.488 0.00
H 0.299 3.824 -1.014 0.00
O 4.439 -3.892 0.328 0.00
C 4.766 -2.849 -0.612 0.00
C 5.768 -1.855 0.031 0.00
C 5.031 -0.758 0.888 0.00
C 4.814 0.605 0.262 0.01
C 5.851 1.534 0.261 0.01
C 5.754 2.739 -0.409 0.01
C 4.601 2.969 -1.177 0.01
C 3.559 2.045 -1.067 0.02
N 3.596 0.996 -0.252 0.03
H 3.727 -4.426 -0.048 0.00
H 3.824 -2.264 -0.821 0.00
H 5.148 -3.181 -1.588 0.00
H 6.379 -1.358 -0.750 0.00
H 6.434 -2.408 0.657 0.00
H 5.604 -0.527 1.795 0.00
H 4.098 -1.174 1.250 0.00
H 6.721 1.297 0.872 0.00
H 6.567 3.471 -0.399 0.00
H 4.479 3.868 -1.770 0.00
H 2.677 2.042 -1.747 0.00
C -3.612 3.297 -1.594 0.00
C -4.306 1.891 -1.305 0.00
C -4.936 1.946 0.116 0.00
C -5.508 1.753 -2.268 0.00
P -2.994 0.526 -1.452 0.00
C -2.761 0.389 -3.273 0.00
C -1.662 1.132 -3.716 0.00
C -1.118 0.844 -4.948 0.00
C -1.583 -0.217 -5.736 0.00
C -2.723 -0.904 -5.352 0.00
C -3.316 -0.610 -4.130 0.00
C -3.658 -1.081 -0.706 0.00
C -3.609 -0.981 0.860 0.00
C -5.104 -1.372 -1.194 0.00
C -2.718 -2.232 -1.190 0.00
H -4.312 4.125 -1.377 0.00
H -3.309 3.419 -2.662 0.00
H -2.682 3.404 -1.002 0.00
H -5.608 2.857 0.055 0.00
H -4.246 2.154 0.924 0.00
H -5.549 1.051 0.327 0.00
H -6.232 2.584 -2.126 0.00
H -6.101 0.840 -2.084 0.00
H -5.161 1.702 -3.315 0.00
H -1.241 1.953 -3.130 0.00
H -0.297 1.478 -5.308 0.00
H -1.069 -0.479 -6.653 0.00
H -3.189 -1.579 -6.047 0.00
H -4.260 -1.104 -3.816 0.00
H -4.433 -0.396 1.285 0.00
H -2.659 -0.560 1.190 0.00
H -3.626 -1.965 1.308 0.00
H -5.862 -0.797 -0.658 0.00
H -5.336 -2.461 -1.012 0.00
H -5.256 -1.210 -2.269 0.00
H -1.678 -1.998 -0.898 0.00
H -2.713 -2.352 -2.298 0.00
H -3.021 -3.200 -0.724 0.00
Te 0.576 -0.563 -1.575 0.04
```

The calculation puts the HOMO energy (spin up / spin down) at -0.090 / -0.120 hartree. The spin multiplicity is 4. The energy above the lowest of the compared OMol25 structures with the same formula, charge and spin comes out at 4.1 kJ/mol. The frontier orbital gap (spin up / spin down) comes out at 4.3 / 5.1 eV. The total charge is -1.